This record from the OMol25 dataset describes one molecule with the formula C26H34N2O5. The level of theory is ωB97M-V/def2-TZVPD.

## Properties
SMILES string   CCCOc1ccc([C@H]2C(=O)N(C3CCCCCC3)CC(=O)N2Cc2ccco2)cc1OC
LUMO   0.704 eV
Spin multiplicity   1
Frontier orbital gap   0.3201 Eh
Relative energy (zero: lowest compared OMol25 entry of this formula, charge and spin)   2.390 eV
Calculated total energy   -40731.5720 eV

Each line ends with the natural charge from an NBO analysis.
CARTESIAN COORDINATES (ANGSTROEM)
1 C 3.64055 -3.84611 4.91368  -0.61
2 C 4.45596 -2.85282 4.09538  -0.41
3 C 3.60434 -1.67890 3.61886  -0.05
4 O 2.67666 -2.18762 2.67629  -0.51
5 C 1.65129 -1.43471 2.20017  0.25
6 C 0.70779 -2.15144 1.47098  -0.23
7 C -0.39430 -1.54812 0.89600  -0.23
8 C -0.58877 -0.18914 1.06481  -0.04
9 C -1.77361 0.56377 0.48864  -0.15
10 C -1.23265 1.57679 -0.52846  0.70
11 O -0.94516 2.71185 -0.20001  -0.64
12 N -1.09465 1.08687 -1.76957  -0.43
13 C -0.57666 1.94250 -2.83333  -0.03
14 C 0.67402 1.32097 -3.46198  -0.41
15 C 1.50732 2.35553 -4.22090  -0.40
16 C 1.12341 2.52626 -5.69348  -0.39
17 C -0.37745 2.47368 -5.99270  -0.40
18 C -1.26209 3.18691 -4.96852  -0.40
19 C -1.69616 2.27470 -3.82222  -0.40
20 C -1.39479 -0.29666 -2.04893  -0.32
21 C -2.65191 -0.78143 -1.33296  0.69
22 O -3.44047 -1.54579 -1.85099  -0.62
23 N -2.78938 -0.27722 -0.09417  -0.43
24 C -3.90405 -0.68126 0.75034  -0.27
25 C -3.43364 -1.47623 1.92180  0.26
26 C -3.30761 -2.82109 2.11009  -0.29
27 C -2.72932 -2.98896 3.39145  -0.31
28 C -2.54542 -1.73542 3.88345  0.09
29 O -2.96885 -0.81339 3.00494  -0.41
30 C 0.34541 0.54367 1.78713  -0.31
31 C 1.46909 -0.04432 2.34736  0.30
32 O 2.41574 0.67126 3.03530  -0.52
33 C 2.24377 2.06182 3.16954  -0.25
34 H 4.25401 -4.69549 5.20372  0.21
35 H 3.25601 -3.37359 5.81512  0.20
36 H 2.80041 -4.20697 4.32655  0.21
37 H 4.87151 -3.35360 3.21980  0.21
38 H 5.28109 -2.46100 4.69244  0.20
39 H 3.07764 -1.22666 4.46622  0.17
40 H 4.23903 -0.91670 3.15294  0.18
41 H 0.86809 -3.21240 1.36399  0.22
42 H -1.10174 -2.15090 0.34793  0.22
43 H -2.23710 1.14546 1.29399  0.25
44 H -0.28214 2.86600 -2.32115  0.24
45 H 0.41075 0.49697 -4.12547  0.20
46 H 1.27772 0.91297 -2.64716  0.22
47 H 1.42588 3.31347 -3.70458  0.20
48 H 2.55920 2.06455 -4.18318  0.21
49 H 1.61018 1.74656 -6.28413  0.20
50 H 1.52319 3.48372 -6.03469  0.20
51 H -0.53281 2.92236 -6.97632  0.21
52 H -0.70196 1.43391 -6.06794  0.19
53 H -0.75115 4.06621 -4.57534  0.20
54 H -2.16735 3.53315 -5.47210  0.21
55 H -2.10788 1.35502 -4.24478  0.19
56 H -2.49592 2.76287 -3.25980  0.22
57 H -1.55239 -0.43010 -3.11924  0.24
58 H -0.55998 -0.94318 -1.74233  0.23
59 H -4.43014 0.21555 1.09462  0.21
60 H -4.56489 -1.28633 0.12624  0.27
61 H -3.59374 -3.58999 1.42232  0.23
62 H -2.48704 -3.91352 3.87303  0.23
63 H -2.14214 -1.38003 4.81053  0.20
64 H 0.18121 1.60423 1.88703  0.24
65 H 3.11896 2.40768 3.71790  0.20
66 H 2.20397 2.56051 2.19654  0.18
67 H 1.34109 2.30333 3.73926  0.18


This record from the OMol25 dataset describes CH3BrClN as an isolated structure in a non-equilibrium geometry. The level of theory is ωB97M-V/def2-TZVPD.

## Properties
LUMO (alpha / beta)   -0.785 / -0.458 eV
Spin multiplicity   1
Frontier orbital gap (alpha / beta)   0.2788 / 0.3254 Eh
Relative energy (zero: lowest compared OMol25 entry of this formula, charge and spin)   5.259 eV
Calculated total energy   -85135.4469 eV

Each line ends with the natural charge from an NBO analysis.
CARTESIAN COORDINATES (ANGSTROEM)
1 C -1.09633 -0.56080 -0.73870  -0.46
2 N 1.82152 1.35103 1.12707  -0.76
3 Cl -1.63931 -1.19022 0.69838  0.02
4 Br 0.93246 0.99712 -0.30860  0.44
5 H -1.95533 0.06507 -1.12961  0.22
6 H -0.59791 -1.34661 -1.16528  0.19
7 H 2.53490 0.68441 1.51674  0.34


This record from the OMol25 dataset describes a 2-piece molecular cluster, C4H8N2 overall in a non-equilibrium geometry. The level of theory is ωB97M-V/def2-TZVPD.

## Properties
SMILES string   C/C=C(/N)C#N.[H][H]
LUMO   0.839 eV
Spin multiplicity   1
Frontier orbital gap   0.3605 Eh
Relative energy (zero: lowest compared OMol25 entry of this formula, charge and spin)   1.639 eV
Calculated total energy   -7256.2363 eV

Each line ends with the natural charge from an NBO analysis.
CARTESIAN COORDINATES (ANGSTROEM)
1 C -0.50973 -1.81354 0.22659  -0.65
2 C -0.39876 -0.48963 -0.46036  -0.15
3 C -0.28293 0.70191 0.14038  0.01
4 N -0.14766 1.91886 -0.56259  -0.81
5 C -0.21204 0.79631 1.58083  0.24
6 N -0.14598 0.90412 2.73204  -0.31
7 H -1.53280 -2.20436 0.17407  0.23
8 H -0.22258 -1.74901 1.28058  0.23
9 H 0.14030 -2.54856 -0.26078  0.22
10 H -0.38561 -0.48516 -1.54930  0.21
11 H -0.89816 2.09526 -1.21739  0.39
12 H -0.00745 2.72025 0.03643  0.39
13 H 2.48445 -0.23706 -1.14053  -0.01
14 H 2.11894 0.39062 -0.97996  0.01


This record from the OMol25 dataset describes a 2-piece molecular cluster, C17H15BClF8NO5 overall. The level of theory is ωB97M-V/def2-TZVPD.

## Properties
SMILES string   COB(O)c1c(CN)ccc2c1C(=O)C(Cl)=CC2=O.FC(F)C(F)(F)COC(F)(F)C(F)F
LUMO   -1.182 eV
Spin multiplicity   1
Frontier orbital gap   0.3092 Eh
Calculated total energy   -64540.8404 eV

Each line ends with the natural charge from an NBO analysis.
CARTESIAN COORDINATES (ANGSTROEM)
1 C -2.86598 1.27408 1.23766  -0.24
2 O -3.32714 0.22946 0.38604  -0.71
3 B -3.03905 -1.06594 0.70896  1.14
4 O -3.96366 -2.04000 0.47251  -0.88
5 C -1.65859 -1.48564 1.38189  -0.27
6 C -1.61943 -1.77553 2.75071  0.00
7 C -2.86795 -1.71140 3.60599  -0.25
8 N -3.19319 -2.91841 4.36144  -0.82
9 C -0.40926 -2.10497 3.36390  -0.20
10 C 0.76718 -2.16690 2.64569  -0.15
11 C 0.73149 -1.92775 1.27956  -0.13
12 C -0.46638 -1.58979 0.65787  -0.12
13 C -0.42011 -1.36790 -0.81454  0.52
14 O -1.09544 -0.56439 -1.41131  -0.49
15 C 0.59297 -2.22015 -1.52455  -0.07
16 Cl 0.22696 -2.75134 -3.11174  0.06
17 C 1.74706 -2.51962 -0.93026  -0.27
18 C 1.97431 -2.04162 0.45874  0.53
19 O 3.07051 -1.75072 0.88494  -0.50
20 H -3.02671 1.04297 2.29127  0.17
21 H -3.42924 2.17003 0.98804  0.20
22 H -1.80646 1.47545 1.06808  0.19
23 H -4.83315 -1.65211 0.32053  0.50
24 H -2.74215 -0.89464 4.32216  0.20
25 H -3.74292 -1.47302 3.00398  0.20
26 H -3.48732 -3.64968 3.72718  0.36
27 H -2.39877 -3.25425 4.88796  0.35
28 H -0.38727 -2.31397 4.42711  0.21
29 H 1.71407 -2.40421 3.11016  0.23
30 H 2.51319 -3.11508 -1.40852  0.25
31 F 2.76896 4.24328 -3.09952  -0.32
32 C 1.58905 4.14327 -3.74332  0.52
33 F 0.95499 5.33398 -3.65014  -0.32
34 C 0.70264 3.06934 -3.10564  0.60
35 F 0.37912 3.43585 -1.84885  -0.31
36 F -0.44107 3.07945 -3.85276  -0.33
37 C 1.19994 1.61855 -3.12543  -0.14
38 O 1.80427 1.12516 -1.94667  -0.52
39 C 3.14730 1.26859 -1.70509  0.85
40 F 3.80034 1.78613 -2.75879  -0.32
41 F 3.64285 0.02660 -1.50439  -0.32
42 C 3.41510 2.06325 -0.42378  0.50
43 F 2.87214 3.29226 -0.51609  -0.32
44 F 4.75026 2.19122 -0.26771  -0.32
45 H 1.76541 3.91921 -4.79863  0.14
46 H 0.29357 1.02040 -3.22020  0.24
47 H 1.80497 1.41340 -4.00917  0.21
48 H 2.99260 1.53710 0.43473  0.15


This record from the OMol25 dataset describes an isolated ion of composition C3H7FN3 and charge +1 in a non-equilibrium geometry. The level of theory is ωB97M-V/def2-TZVPD.

## Properties
SMILES string   CC(=[NH2+])N/N=C\F
Net charge   +1
LUMO   -4.476 eV
Spin multiplicity   1
Frontier orbital gap   0.3820 Eh
Relative energy (zero: lowest compared OMol25 entry of this formula, charge and spin)   2.107 eV
Calculated total energy   -10403.3397 eV

Each line ends with the natural charge from an NBO analysis.
CARTESIAN COORDINATES (ANGSTROEM)
1 C -2.22038 0.02286 -0.19663  -0.63
2 C -0.68069 -0.07536 -0.09564  0.58
3 N -0.16919 -1.26015 0.30877  -0.70
4 N 0.15199 1.02002 -0.01118  -0.37
5 N 1.55729 1.04803 -0.19215  -0.36
6 C 2.66396 0.45698 -0.03214  0.51
7 F 2.84941 -0.85930 -0.02233  -0.32
8 H -2.56183 0.58299 -1.00108  0.27
9 H -2.53063 -0.97386 -0.11622  0.24
10 H -2.34158 0.56464 0.73427  0.27
11 H -0.88187 -2.06865 0.41058  0.44
12 H 0.75502 -1.48645 0.40256  0.43
13 H -0.22659 1.93533 -0.14205  0.43
14 H 3.63510 1.09292 -0.04676  0.22


This record from the OMol25 dataset describes C23H16AsEuO5 as an isolated structure in a non-equilibrium geometry. The level of theory is ωB97M-V/def2-TZVPD.

## Properties
Net charge   +1
LUMO (alpha / beta)   -4.152 / -4.059 eV
Expectation value of S²   15.763
Spin multiplicity   8
Frontier orbital gap (alpha / beta)   0.2528 / 0.2609 Eh
Relative energy (zero: lowest compared OMol25 entry of this formula, charge and spin)   0.000 eV
Calculated total energy   -114505.4099 eV

Each line ends with the Mulliken spin population.
CARTESIAN COORDINATES (ANGSTROEM)
1 O 7.76751 -1.78355 -2.21133  0.00
2 C 6.84919 -1.20112 -1.91388  0.00
3 Eu 2.80575 1.36247 -0.39792  7.04
4 O 3.28258 -2.37792 -1.24833  0.00
5 C 3.32211 -1.25460 -0.97934  0.00
6 C 3.18764 3.99031 0.48725  0.01
7 O 3.80319 5.00410 0.63196  0.00
8 C 3.38114 0.81813 -2.82554  0.00
9 O 3.28046 0.42451 -3.87382  0.01
10 C 3.94126 -0.00159 1.68529  0.01
11 O 4.23734 -0.70773 2.57342  0.00
12 H 4.80256 0.99049 -0.85266  -0.06
13 C -2.16238 -4.24434 -0.30336  0.00
14 C -1.45402 -3.71687 -1.37620  0.00
15 C -0.87916 -2.44882 -1.30243  0.00
16 C -1.00342 -1.71670 -0.11371  -0.01
17 C -1.73332 -2.23060 0.96602  0.00
18 C -2.31679 -3.50494 0.86018  0.00
19 As -0.10275 -0.01482 -0.06266  -0.01
20 C -1.39306 1.01495 -1.09080  -0.01
21 C -0.87633 2.07389 -1.85502  0.00
22 C -1.67363 2.66793 -2.84217  0.00
23 C -2.96925 2.20260 -3.05545  0.00
24 C -3.49704 1.16600 -2.28294  0.00
25 C -2.68336 0.55459 -1.31168  0.00
26 C -0.53294 0.45726 1.77851  0.00
27 C -1.32091 1.57680 2.05337  0.00
28 C -1.39557 2.03791 3.38414  0.00
29 C -0.67130 1.38209 4.40018  0.00
30 C 0.10291 0.24538 4.09705  0.00
31 C 0.19891 -0.19816 2.77548  0.00
32 H -2.61696 -5.21546 -0.37425  0.00
33 H -1.38248 -4.30041 -2.29263  0.00
34 H -0.31367 -2.04840 -2.12271  0.00
35 H -1.81750 -1.64407 1.84587  0.00
36 H -2.88048 -3.87163 1.69017  0.00
37 H 0.14991 2.38862 -1.72953  0.02
38 H -1.29592 3.46897 -3.44588  0.00
39 H -3.58113 2.64539 -3.82852  0.00
40 H -4.51295 0.81779 -2.42562  0.00
41 H -3.03304 -0.33650 -0.77760  0.00
42 H -1.80006 2.10042 1.21343  0.00
43 H -1.99714 2.91520 3.61484  0.00
44 H -0.73630 1.75991 5.42591  0.00
45 H 0.61842 -0.25645 4.90087  0.00
46 H 0.90196 -0.99101 2.51205  0.00


What did the second record say?
This record from the OMol25 dataset describes CH3BrClN as an isolated structure in a non-equilibrium geometry. The level of theory is ωB97M-V/def2-TZVPD.

## Properties
LUMO (alpha / beta)   -0.785 / -0.458 eV
Spin multiplicity   1
Frontier orbital gap (alpha / beta)   0.2788 / 0.3254 Eh
Relative energy (zero: lowest compared OMol25 entry of this formula, charge and spin)   5.259 eV
Calculated total energy   -85135.4469 eV

Each line ends with the natural charge from an NBO analysis.
CARTESIAN COORDINATES (ANGSTROEM)
1 C -1.09633 -0.56080 -0.73870  -0.46
2 N 1.82152 1.35103 1.12707  -0.76
3 Cl -1.63931 -1.19022 0.69838  0.02
4 Br 0.93246 0.99712 -0.30860  0.44
5 H -1.95533 0.06507 -1.12961  0.22
6 H -0.59791 -1.34661 -1.16528  0.19
7 H 2.53490 0.68441 1.51674  0.34